# 1
Formula: C7H7N3O2
Source: the OMol25 dataset
Level of theory: the ωB97M-V functional and the def2-TZVPD basis

```
19
Properties=species:S:1:pos:R:3:mulliken_charge:R:1
O -3.922 1.323 0.954 -0.512
C -3.024 0.739 0.360 0.780
C -3.104 -0.441 -0.517 -0.408
C -1.912 -0.472 -1.177 -0.358
N -1.003 0.471 -0.679 -0.352
C -1.642 1.200 0.196 -0.305
H -3.972 -1.022 -0.782 0.411
H -1.658 -1.170 -1.982 0.337
H -1.201 2.071 0.658 0.409
C 0.659 -1.291 1.448 -0.148
N 1.874 -1.014 1.105 -0.506
O 1.866 -0.686 -0.251 -0.054
C 3.041 -0.030 -0.613 -0.108
C 3.214 1.357 -0.169 0.191
N 3.536 2.366 0.322 -0.391
H -0.103 -0.988 0.741 0.145
H 0.415 -1.796 2.363 0.332
H 2.983 -0.052 -1.705 0.262
H 3.952 -0.567 -0.271 0.272
```

HOMO energy	-10.15	eV
multiplicity	1
HOMO-LUMO gap	8.24	eV
E_tot	-585.514491	Eh
energy above the lowest of the compared OMol25 structures with the same formula, charge and spin	135.3	kcal per mole

# 2
Formula: C21H29AsCrN2O8Si2
Source: the OMol25 dataset
Level of theory: the ωB97M-V functional and the def2-TZVPD basis

```
64
Properties=species:S:1:pos:R:3:lowdin_spin:R:1
Cr 0.339 -0.018 0.582 1.340
O 4.074 0.567 1.908 -0.003
C 2.876 0.471 1.685 0.002
O 2.276 0.427 0.553 0.011
C 1.899 0.456 2.852 0.004
C 2.293 0.436 4.174 0.000
C 1.319 0.434 5.157 0.003
C -0.017 0.467 4.781 -0.001
C -0.337 0.488 3.437 0.004
N 0.611 0.477 2.494 -0.004
H 3.353 0.422 4.388 0.000
H 1.593 0.408 6.204 0.000
H -0.810 0.470 5.515 0.000
H -1.359 0.512 3.079 0.000
C 3.104 3.342 -0.262 0.000
Si 1.446 3.663 -1.049 -0.043
C 0.929 5.399 -0.566 -0.008
C 1.658 3.552 -2.905 -0.009
As -0.123 2.146 -0.250 -0.260
Si -2.055 2.511 -1.526 -0.040
C -3.542 2.246 -0.437 -0.006
C -2.078 1.333 -2.977 -0.008
C -2.244 4.268 -2.175 -0.003
H 3.879 3.969 -0.719 0.000
H 3.392 2.291 -0.359 0.000
H 3.065 3.565 0.809 0.000
H 1.609 6.159 -0.970 -0.001
H 0.936 5.471 0.527 -0.001
H -0.085 5.624 -0.908 0.000
H 2.394 4.283 -3.259 -0.001
H 0.718 3.722 -3.432 0.000
H 2.009 2.549 -3.169 0.000
H -3.565 1.239 -0.003 0.000
H -4.471 2.409 -0.998 -0.001
H -3.510 2.960 0.392 -0.001
H -1.856 0.322 -2.620 0.000
H -1.307 1.607 -3.704 0.000
H -3.053 1.322 -3.481 -0.001
H -2.398 4.959 -1.340 0.000
H -3.129 4.320 -2.823 0.000
H -1.382 4.617 -2.748 0.000
C -2.481 -2.631 0.736 0.001
C -2.596 -1.160 1.086 0.004
O -3.651 -0.721 1.530 0.007
O -1.549 -0.436 0.865 0.013
H -3.411 -3.142 0.977 0.000
H -1.657 -3.079 1.293 0.000
H -2.268 -2.735 -0.329 0.000
O 0.901 -1.932 1.035 -0.004
C 0.646 -2.321 -0.144 0.004
O 0.369 -1.487 -1.028 0.004
C 0.663 -3.786 -0.476 0.000
C 0.191 -4.213 -1.702 0.000
C 0.118 -5.564 -1.992 0.000
C 0.529 -6.470 -1.040 0.000
C 1.026 -6.069 0.186 0.000
C 1.092 -4.713 0.466 0.000
N 0.426 -7.915 -1.345 0.000
O -0.006 -8.231 -2.431 0.000
O 0.776 -8.701 -0.494 0.000
H -0.128 -3.474 -2.425 0.000
H -0.256 -5.919 -2.940 0.000
H 1.347 -6.812 0.903 0.000
H 1.467 -4.354 1.414 0.000
```

HOMO energy (alpha / beta)	-4.29 / -4.40	eV
multiplicity	2
HOMO-LUMO gap (alpha / beta)	5.59 / 5.72	eV
net charge	-1
E_tot	-5388.463014	Eh
energy above the lowest of the compared OMol25 structures with the same formula, charge and spin	15.4	kcal per mole

# 3
Formula: C5H10O
Source: the OMol25 dataset
Level of theory: the ωB97M-V functional and the def2-TZVPD basis

```
16
Properties=species:S:1:pos:R:3:mulliken_charge:R:1
C 1.341 -0.973 0.218 -1.360
C 0.325 0.139 0.434 0.383
C 0.570 1.521 -0.236 -0.691
C -0.841 1.491 -0.878 -0.422
C -0.961 0.049 -0.393 0.263
O -1.711 -0.853 -0.662 -0.551
H 0.997 -1.908 0.669 0.321
H 1.495 -1.154 -0.852 0.335
H 2.308 -0.708 0.659 0.361
H 0.085 0.245 1.500 0.303
H 0.761 2.350 0.449 0.291
H 1.373 1.483 -0.977 0.274
H -1.571 2.154 -0.401 0.234
H -0.911 1.615 -1.963 0.278
H -1.628 -2.916 1.537 0.240
H -1.632 -2.536 0.895 -0.261
```

HOMO energy	-9.48	eV
multiplicity	1
HOMO-LUMO gap	10.45	eV
E_tot	-271.690773	Eh
energy above the lowest of the compared OMol25 structures with the same formula, charge and spin	38.8	kcal per mole

# 4
Formula: C14H27N4O4P
Source: the OMol25 dataset
Level of theory: the ωB97M-V functional and the def2-TZVPD basis

```
50
Properties=species:S:1:pos:R:3:mulliken_charge:R:1
O -0.170 -0.067 -1.984 -0.913
P 0.247 -0.048 -0.642 0.283
N 1.552 -0.954 -0.359 0.801
C 1.980 -1.397 0.947 -0.975
H 1.663 -0.776 1.539 0.756
C 3.394 -1.551 0.902 -0.338
O 3.730 -2.569 0.074 -0.510
C 3.240 -2.146 -1.484 -0.983
C 1.683 -2.054 -1.383 -1.084
H 1.357 -1.859 -2.267 0.770
H 1.274 -2.850 -0.951 0.430
H 3.472 -2.888 -2.114 0.570
H 3.684 -1.398 -1.859 0.467
H 3.920 -1.680 1.834 0.473
H 3.848 -0.501 0.422 0.045
H 1.461 -2.362 1.442 -0.008
N 0.512 1.351 -0.073 0.342
C 0.505 1.926 1.320 -1.845
H 0.211 1.335 1.836 1.529
C 1.960 2.334 1.763 -0.864
H 1.970 2.787 2.522 0.867
O 2.491 3.256 0.886 -0.476
C 2.591 2.741 -0.520 -0.503
C 1.100 2.443 -0.874 -0.903
H 1.143 2.102 -2.278 0.239
H 0.722 3.379 -1.093 0.493
H 3.116 3.172 -1.209 0.660
H 3.185 1.835 -0.630 -0.032
H 2.490 1.317 1.819 0.095
H -0.010 2.867 1.390 0.382
C -1.302 -0.408 0.407 0.326
N -0.969 -1.613 0.925 -0.200
O -1.792 -2.231 1.947 -0.596
H -1.314 -3.146 2.211 0.324
N -2.468 0.151 0.501 0.071
C -2.656 1.407 -0.486 -0.327
H -1.730 1.595 -1.087 0.078
H -3.242 2.049 0.217 0.563
C -3.551 0.629 -1.639 -2.080
H -2.980 0.321 -2.327 0.643
H -4.074 1.282 -1.947 1.113
C -4.543 -0.473 -0.860 -0.498
C -4.954 -0.235 0.345 -0.346
H -5.612 -1.075 0.717 0.299
H -5.470 0.835 0.226 0.203
C -3.475 -0.208 1.229 -0.480
H -3.392 -1.219 1.755 0.225
H -3.652 0.457 2.070 0.334
H -5.237 -0.622 -1.851 0.265
H -3.958 -1.406 -1.013 0.312
```

HOMO energy	-7.57	eV
multiplicity	1
HOMO-LUMO gap	8.26	eV
E_tot	-1410.364178	Eh

> Number 1 is which compound?

C7H7N3O2

Please write out number 1 again, unchanged.
Formula: C7H7N3O2
Source: the OMol25 dataset
Level of theory: the ωB97M-V functional and the def2-TZVPD basis

```
19
Properties=species:S:1:pos:R:3:mulliken_charge:R:1
O -3.922 1.323 0.954 -0.512
C -3.024 0.739 0.360 0.780
C -3.104 -0.441 -0.517 -0.408
C -1.912 -0.472 -1.177 -0.358
N -1.003 0.471 -0.679 -0.352
C -1.642 1.200 0.196 -0.305
H -3.972 -1.022 -0.782 0.411
H -1.658 -1.170 -1.982 0.337
H -1.201 2.071 0.658 0.409
C 0.659 -1.291 1.448 -0.148
N 1.874 -1.014 1.105 -0.506
O 1.866 -0.686 -0.251 -0.054
C 3.041 -0.030 -0.613 -0.108
C 3.214 1.357 -0.169 0.191
N 3.536 2.366 0.322 -0.391
H -0.103 -0.988 0.741 0.145
H 0.415 -1.796 2.363 0.332
H 2.983 -0.052 -1.705 0.262
H 3.952 -0.567 -0.271 0.272
```

HOMO energy	-10.15	eV
multiplicity	1
HOMO-LUMO gap	8.24	eV
E_tot	-585.514491	Eh
energy above the lowest of the compared OMol25 structures with the same formula, charge and spin	135.3	kcal per mole

> What is the formula in the first record?

C7H7N3O2